The following is a DFT calculation (ωB97M-V with the def2-TZVPD basis set) of C10H31O6V as an isolated structure.

Values from the calculation:
* HOMO-LUMO gap (spin up / spin down): 7.439 / 9.049 eV
* energy relative to the best compared isomer or geometry (same formula, charge and spin): 0.0 kJ/mol
* E_HOMO (spin up / spin down): -9.838 / -11.453 eV
* multiplicity: 4
* charge: +1

Atoms and positions in Å:
1 V -0.1645 0.7185 0.3432
2 O -0.0216 2.7503 0.0756
3 H -0.6567 3.0100 -0.5894
4 C -1.6563 0.3514 -3.8006
5 C -1.4180 1.2815 -2.6136
6 O -1.6417 0.6109 -1.3711
7 H -1.4131 0.8252 -4.7492
8 H -2.6893 -0.0027 -3.7882
9 H -1.0251 -0.5437 -3.7649
10 H -2.1235 2.1096 -2.7238
11 H -0.4182 1.7014 -2.6483
12 H -2.5018 0.1793 -1.4267
13 C -4.1740 0.7026 1.6846
14 C -2.8975 1.5183 1.6204
15 O -1.7487 0.6970 1.8930
16 H -4.1377 -0.1834 1.0450
17 H -5.0443 1.2751 1.3595
18 H -4.3626 0.3583 2.7051
19 H -2.9517 2.3201 2.3574
20 H -2.8080 1.9327 0.6196
21 H -1.6777 0.5266 2.8353
22 C 2.3614 -1.4331 2.9482
23 C 1.2996 -0.3437 3.0497
24 O 1.3299 0.5042 1.8792
25 H 3.3417 -1.0040 2.7254
26 H 2.1528 -2.1493 2.1562
27 H 2.4667 -1.9085 3.9248
28 H 1.4481 0.2472 3.9536
29 H 0.3031 -0.7799 3.1123
30 H 2.1024 1.0711 1.9960
31 C 3.8235 0.5975 -0.9172
32 C 2.5207 1.3275 -1.1785
33 O 1.4104 0.3806 -1.2034
34 H 4.0792 -0.0528 -1.7561
35 H 3.7976 0.0437 0.0204
36 H 4.6233 1.3362 -0.8111
37 H 2.5394 1.8880 -2.1155
38 H 2.3372 2.0831 -0.4159
39 H 1.6641 -0.2167 -1.9161
40 C 0.9023 -3.1571 -0.7916
41 C -0.3602 -2.3030 -0.6891
42 O -0.3321 -1.4749 0.4811
43 H 0.9072 -3.9411 -0.0316
44 H 1.7980 -2.5460 -0.6609
45 H 1.0045 -3.6281 -1.7697
46 H -1.2561 -2.9259 -0.7085
47 H -0.3995 -1.6643 -1.5694
48 H -0.3332 -2.0898 1.2244

Forces on the atoms, in the same order (eV/Å):
V -0.18 0.63 -0.34
O 0.14 -1.43 0.38
H -0.13 0.39 -0.16
C 0.35 -0.52 0.42
C -0.46 0.20 -1.36
O 0.28 -0.04 0.26
H -0.29 0.24 0.02
H -0.05 0.13 -0.27
H 0.04 0.10 0.20
H 0.07 0.11 0.29
H 0.12 -0.16 0.47
H 0.06 -0.03 0.19
C -0.18 -0.38 0.18
C -1.00 -0.07 0.23
O 0.23 0.08 -0.56
H 0.19 0.04 -0.01
H 0.12 0.18 0.10
H -0.05 0.01 -0.06
H 0.19 0.16 -0.22
H 0.52 0.11 0.12
H -0.01 0.12 0.03
C 0.10 0.42 0.25
C 0.34 -0.48 -0.26
O 0.25 0.05 0.67
H -0.07 0.15 0.02
H -0.14 -0.13 0.11
H -0.11 -0.29 -0.17
H -0.01 0.18 -0.09
H -0.06 0.05 -0.10
H -0.22 0.22 -0.35
C 0.09 0.49 -0.16
C 0.31 0.22 0.30
O 0.58 0.63 -0.09
H 0.08 -0.15 0.16
H -0.14 -0.20 -0.08
H -0.01 -0.07 -0.15
H 0.01 -0.19 -0.09
H -0.45 -0.24 0.08
H -0.51 -0.29 0.17
C -0.01 0.06 0.20
C 0.75 -0.49 -0.86
O -0.22 -0.52 -0.18
H 0.07 -0.03 -0.04
H -0.09 0.10 0.12
H -0.27 -0.09 0.02
H -0.05 0.05 0.18
H -0.17 0.33 0.25
H -0.02 0.36 0.17